{"formula": "C4H5NS2", "method": "ωB97M-V with the def2-TZVPD basis set", "symbols": ["C", "C", "C", "C", "N", "S", "S", "H", "H", "H", "H", "H"], "coordinates": [[-1.575, 1.186, 0.053], [1.270, -0.358, -0.206], [-1.139, 2.329, 0.502], [1.577, -1.671, -0.651], [1.006, 0.670, 0.254], [-2.156, -0.272, -0.403], [-1.943, -1.497, 1.103], [-1.774, 3.217, 0.497], [-0.113, 2.407, 0.894], [1.376, -1.846, -1.646], [0.803, -2.227, 0.011], [2.669, -1.937, -0.408]], "forces_ev_per_angstrom": [[-0.8, -0.8, -0.2], [0.0, 2.5, 0.6], [0.0, 0.1, 0.1], [0.5, -1.6, 3.5], [0.9, -1.4, -0.6], [1.1, 1.8, 0.0], [-0.3, -0.4, 0.4], [-0.1, -0.3, 0.4], [-0.5, 0.1, -0.7], [-0.5, -0.3, -2.1], [1.5, 0.0, -1.2], [-1.8, 0.3, -0.2]], "mulliken_charge": [0.105, 0.359, -0.308, -0.748, -0.416, -0.053, -0.353, 0.265, 0.385, 0.287, 0.207, 0.270], "e_above_lowest_ev": 3.517, "homo_ev": [-8.1, -8.1], "lumo_ev": [-0.887, -0.885], "gap_ha": [0.2669, 0.2670], "total_energy_ev": -27386.1988}